Computed, not measured: a single C2H5NS molecule, with the ωB97M-V functional and the def2-TZVPD basis.

Last column: natural (NBO) charge in e.
CARTESIAN COORDINATES (ANGSTROEM)
C: 0.331 -0.985 0.005  -0.750
C: -0.506 0.201 0.028  0.117
H: 1.325 -1.264 -0.475  0.246
H: 0.641 -1.353 0.970  0.253
H: -0.436 -1.776 -0.312  0.256
H: -0.466 2.197 0.010  0.403
H: 1.097 1.513 -0.308  0.396
N: 0.170 1.397 0.071  -0.778
S: -2.156 0.070 0.012  -0.144

Calculated values
E_LUMO: 0.6 eV
SMILES: CC(N)=S
Orbital gap: 9.1 eV
HOMO energy: -8.49 eV
Multiplicity: 1

Computed, not measured: a single C2H5NS2 molecule, with the ωB97M-V functional and the def2-TZVPD basis.

Last column: natural (NBO) charge in e.
CARTESIAN COORDINATES (ANGSTROEM)
C: 0.972 0.012 0.350  -0.402
C: -1.553 -0.094 -0.095  -0.448
N: -0.388 0.415 -0.683  -0.488
S: 0.468 1.723 0.156  0.324
S: 2.525 -0.715 -0.004  0.053
H: 0.467 -0.586 1.100  0.222
H: -1.559 0.236 0.948  0.172
H: -2.561 0.222 -0.494  0.212
H: -1.438 -1.102 -0.181  0.202
H: 3.066 -0.112 -1.097  0.152

Calculated values
E_LUMO: 0.6 eV
SMILES: CN1S[C@@H]1S
Orbital gap: 9.4 eV
HOMO energy: -8.87 eV
Multiplicity: 1

Computed, not measured: a single C2H5NSi molecule, with the ωB97M-V functional and the def2-TZVPD basis.

Last column: natural (NBO) charge in e.
CARTESIAN COORDINATES (ANGSTROEM)
C: -0.055 -2.127 1.036  -0.340
C: 0.308 -1.074 0.595  0.175
N: 0.686 0.101 0.081  -1.041
Si: -0.366 1.224 -0.710  1.103
H: -0.353 -3.053 1.422  0.234
H: 1.623 0.366 0.347  0.420
H: -1.049 0.521 -1.795  -0.178
H: 0.564 2.247 -1.183  -0.183
H: -1.358 1.796 0.208  -0.188

Calculated values
E_LUMO: 0.9 eV
SMILES: C#CN[SiH3]
Orbital gap: 9.7 eV
HOMO energy: -8.76 eV
Multiplicity: 1

Computed, not measured: 2 unconnected molecules or ions with the total composition C2H5NSi, with the ωB97M-V functional and the def2-TZVPD basis.

Last column: natural (NBO) charge in e.
CARTESIAN COORDINATES (ANGSTROEM)
C: -1.839 -1.329 -0.856  -0.147
C: -0.832 -0.716 -0.603  -0.551
N: 1.425 -0.123 1.135  -1.281
Si: 0.583 0.379 -0.262  1.251
H: -2.708 -1.888 -1.056  0.233
H: 2.111 0.470 1.575  0.407
H: 0.999 -0.770 1.776  0.409
H: 1.455 0.908 -1.280  -0.171
H: -1.193 3.069 -0.429  -0.149

Calculated values
E_LUMO (spin up / spin down): 0.0 / -0.3 eV
Orbital gap (spin up / spin down): 9.8 / 6.4 eV
HOMO energy (spin up / spin down): -9.78 / -6.69 eV
Multiplicity: 1

Computed, not measured: 2 unconnected molecules or ions with the total composition C2H5O, with the ωB97M-V functional and the def2-TZVPD basis.

Last column: natural (NBO) charge in e.
CARTESIAN COORDINATES (ANGSTROEM)
C: 0.604 -0.587 1.465  0.274
O: 1.678 -0.250 0.924  -0.786
C: -0.686 -0.726 0.955  -0.806
H: 0.363 2.206 -3.915  -0.024
H: -1.566 -1.155 1.476  0.161
H: -0.017 1.780 -3.462  0.024
H: 0.535 -0.698 2.671  0.007
H: -0.910 -0.570 -0.116  0.151

Calculated values
E_LUMO: 5.0 eV
Orbital gap: 7.0 eV
HOMO energy: -1.97 eV
Multiplicity: 1
Net charge: -1

Computed, not measured: 2 unconnected molecules or ions with the total composition C2H5O, with the ωB97M-V functional and the def2-TZVPD basis.

Last column: natural (NBO) charge in e.
CARTESIAN COORDINATES (ANGSTROEM)
O: -0.394 -1.517 -2.473  -1.370
H: -1.187 -0.977 -2.355  0.381
C: 0.469 -0.227 0.860  -0.379
C: -0.032 1.004 0.807  -0.422
H: 1.241 -0.514 1.564  0.168
H: 0.198 -0.929 0.070  0.265
H: 0.236 1.726 1.577  0.156
H: -0.531 1.433 -0.051  0.201

Calculated values
E_LUMO: 4.3 eV
Orbital gap: 6.3 eV
HOMO energy: -2.03 eV
Multiplicity: 1
Net charge: -1

Computed, not measured: 2 unconnected molecules or ions with the total composition C2H5O2, with the ωB97M-V functional and the def2-TZVPD basis.

Last column: natural (NBO) charge in e.
CARTESIAN COORDINATES (ANGSTROEM)
O: -0.537 -4.288 -0.731  -0.962
H: -0.134 -3.497 -1.009  0.487
C: -0.422 1.991 1.276  -0.733
C: 0.405 2.252 0.203  0.203
O: 0.865 1.213 -0.570  -0.869
H: -0.756 0.988 1.525  0.167
H: -0.951 2.624 1.961  0.156
H: 0.811 3.368 -0.019  0.077
H: -1.501 -4.345 -0.923  0.475

Calculated values
E_LUMO: 3.5 eV
Orbital gap: 5.5 eV
HOMO energy: -2.04 eV
Multiplicity: 1
Net charge: -1

Computed, not measured: 2 unconnected molecules or ions with the total composition C2H5O2, with the ωB97M-V functional and the def2-TZVPD basis.

Last column: natural (NBO) charge in e.
CARTESIAN COORDINATES (ANGSTROEM)
O: 2.573 0.337 0.896  -0.971
H: 1.595 0.582 1.004  0.491
O: -0.332 -1.131 -0.200  -0.800
C: -1.328 -0.370 -0.347  0.266
C: -1.457 0.975 -0.610  -0.799
H: -2.328 -0.796 0.185  0.022
H: -0.635 1.704 -0.365  0.154
H: -2.371 1.406 -0.753  0.164
H: 2.515 -0.169 0.100  0.475

Calculated values
E_LUMO: 4.7 eV
Orbital gap: 7.0 eV
HOMO energy: -2.28 eV
Multiplicity: 1
Net charge: -1

Computed, not measured: a single C2H5O2P molecule, with the ωB97M-V functional and the def2-TZVPD basis.

Last column: natural (NBO) charge in e.
CARTESIAN COORDINATES (ANGSTROEM)
C: 0.011 -0.481 0.185  0.311
C: 1.788 0.093 0.153  -0.749
O: -0.266 -1.633 0.289  -0.537
O: -2.511 0.126 -0.381  -0.981
P: -1.191 0.914 0.055  0.839
H: 2.287 -0.510 0.901  0.218
H: 1.718 1.108 0.585  0.223
H: 2.193 -0.329 -0.778  0.240
H: -3.164 -0.157 0.193  0.500
H: -0.865 0.871 -1.202  -0.064

Calculated values
E_LUMO: 0.6 eV
SMILES: CC(=O)PO
Orbital gap: 9.3 eV
HOMO energy: -8.64 eV
Multiplicity: 1

Computed, not measured: 2 unconnected molecules or ions with the total composition C2H5O2S, with the ωB97M-V functional and the def2-TZVPD basis.

Last column: natural (NBO) charge in e.
CARTESIAN COORDINATES (ANGSTROEM)
C: 0.854 0.378 -1.339  -0.727
S: -0.478 1.635 -1.210  -0.189
H: 1.817 0.834 -1.511  0.197
H: 0.573 -0.325 -2.118  0.195
H: 0.762 -0.126 -0.379  0.252
O: -1.691 -1.561 1.572  -0.757
C: -0.660 -0.882 1.653  0.625
O: -0.508 0.363 1.586  -0.805
H: 0.306 -1.426 1.810  -0.008
H: -0.976 1.109 -0.063  0.217

Calculated values
E_LUMO: 3.6 eV
Orbital gap: 8.1 eV
HOMO energy: -4.43 eV
Multiplicity: 1
Net charge: -1

Computed, not measured: 2 unconnected molecules or ions with the total composition C2H5O2S, with the ωB97M-V functional and the def2-TZVPD basis.

Last column: natural (NBO) charge in e.
CARTESIAN COORDINATES (ANGSTROEM)
C: 1.893 0.112 -0.389  -0.696
C: 0.775 -0.175 0.469  -0.301
O: -3.510 1.180 -0.490  -1.018
O: -3.566 -1.166 0.419  -1.013
S: -2.724 -0.027 -0.022  1.079
H: 2.699 0.205 0.318  0.198
H: 2.097 -0.734 -1.074  0.211
H: 1.562 1.109 -0.832  0.220
H: 0.977 -0.560 1.430  0.145
H: -0.204 0.057 0.171  0.175

Calculated values
E_LUMO (spin up / spin down): 3.8 / 3.8 eV
Orbital gap (spin up / spin down): 8.3 / 5.2 eV
HOMO energy (spin up / spin down): -4.49 / -1.38 eV
Multiplicity: 1
Net charge: -1

Computed, not measured: 2 unconnected molecules or ions with the total composition C2H5O2S, with the ωB97M-V functional and the def2-TZVPD basis.

Last column: natural (NBO) charge in e.
CARTESIAN COORDINATES (ANGSTROEM)
C: 0.028 1.267 0.591  -0.746
S: 1.322 0.660 1.628  -0.103
H: -0.075 2.306 0.888  0.191
H: 0.119 1.187 -0.490  0.244
H: -0.946 0.922 0.767  0.205
O: -0.978 -2.069 -2.161  -0.778
C: -0.419 -1.476 -1.181  0.628
O: 0.755 -1.111 -0.898  -0.805
H: -1.031 -1.050 -0.351  -0.022
H: 1.224 -0.635 1.207  0.186

Calculated values
E_LUMO: 3.5 eV
Orbital gap: 7.5 eV
HOMO energy: -4.00 eV
Multiplicity: 1
Net charge: -1

Computed, not measured: a molecular structure, C2H5O2Sm, with the ωB97M-V functional and the def2-TZVPD basis.

Last column: Mulliken charge in e.
CARTESIAN COORDINATES (ANGSTROEM)
C: -0.456 -0.509 0.269  -0.303
C: -0.500 0.939 -0.212  -0.366
O: 0.687 1.599 0.074  -0.808
Sm: 2.612 0.515 -0.033  0.583
H: -0.487 -0.555 1.369  0.254
H: -1.305 -1.086 -0.125  0.350
H: -1.374 1.419 0.271  0.281
H: -0.711 0.934 -1.303  0.214
O: 0.775 -1.083 -0.202  -0.535
H: 0.759 -2.174 -0.109  0.330

Calculated values
E_LUMO (spin up / spin down): 0.2 / 0.1 eV
Orbital gap (spin up / spin down): 4.7 / 9.1 eV
Expectation value of S²: 15.7571
HOMO energy (spin up / spin down): -4.53 / -9.00 eV
Multiplicity: 8

Computed, not measured: 2 unconnected molecules or ions with the total composition C2H5O3, with the ωB97M-V functional and the def2-TZVPD basis.

Last column: natural (NBO) charge in e.
CARTESIAN COORDINATES (ANGSTROEM)
O: -0.468 0.165 -1.729  -0.767
C: 0.673 0.584 -1.405  0.625
O: 1.283 0.429 -0.287  -0.811
H: 1.196 1.150 -2.160  0.020
C: -1.203 -0.846 1.254  -0.257
O: -0.062 -0.193 1.840  -0.796
H: -0.867 -1.208 0.272  0.205
H: -1.488 -1.647 1.932  0.136
H: -2.070 -0.188 1.190  0.139
H: 0.382 0.252 1.077  0.505

Calculated values
E_LUMO: 4.5 eV
Orbital gap: 9.1 eV
HOMO energy: -4.60 eV
Multiplicity: 1
Net charge: -1

Computed, not measured: a single C2H5O3PS molecule, with the ωB97M-V functional and the def2-TZVPD basis.

Last column: natural (NBO) charge in e.
CARTESIAN COORDINATES (ANGSTROEM)
C: -1.237 0.089 -0.118  -0.751
C: -0.313 -0.782 0.564  -0.611
O: 1.532 -0.279 -1.361  -0.848
O: 2.367 -1.134 0.770  -0.841
O: 0.766 1.786 0.577  -1.009
P: -0.474 1.839 -0.279  1.005
S: 1.385 -0.433 0.022  2.140
H: -1.607 -0.279 -1.060  0.249
H: -2.031 0.337 0.516  0.244
H: -0.002 -0.800 1.630  0.272
H: -0.466 -1.847 0.241  0.272
H: 0.081 1.504 -1.502  -0.122

Calculated values
E_LUMO (spin up / spin down): -1.5 / -1.5 eV
Orbital gap (spin up / spin down): 7.2 / 7.2 eV
HOMO energy (spin up / spin down): -8.65 / -8.65 eV
Multiplicity: 1

Computed, not measured: 2 unconnected molecules or ions with the total composition C2H5O4S, with the ωB97M-V functional and the def2-TZVPD basis.

Last column: natural (NBO) charge in e.
CARTESIAN COORDINATES (ANGSTROEM)
C: -0.706 0.546 -0.462  -0.737
C: 0.335 -0.476 -0.561  0.758
O: 2.580 0.224 1.165  -0.901
O: 1.240 -1.827 1.938  -0.912
O: 0.069 -1.670 -0.198  -0.800
O: 1.402 -0.191 -1.139  -0.774
S: 1.301 -0.177 2.025  0.705
H: -1.307 0.589 -1.405  0.215
H: -0.142 1.337 0.003  0.228
H: -1.535 0.269 0.270  0.204
H: 0.738 -1.966 1.014  0.501
H: 2.310 0.466 0.249  0.511

Calculated values
E_LUMO: 3.8 eV
Orbital gap: 7.8 eV
HOMO energy: -4.05 eV
Multiplicity: 1
Net charge: -1

Computed, not measured: a single C2H5OP molecule, with the ωB97M-V functional and the def2-TZVPD basis.

Last column: natural (NBO) charge in e.
CARTESIAN COORDINATES (ANGSTROEM)
C: 0.381 -0.972 0.283  -0.820
C: -0.253 0.528 0.174  -0.583
O: -0.066 -1.594 3.023  -0.970
P: 0.376 -2.272 1.790  1.308
H: 0.138 -1.288 -0.766  0.225
H: 1.399 -0.655 0.299  0.215
H: 0.412 0.831 -0.562  0.206
H: -1.276 0.431 -0.012  0.208
H: 0.011 1.004 1.214  0.210

Calculated values
E_LUMO: -0.6 eV
SMILES: CCP=O
Orbital gap: 8.7 eV
HOMO energy: -9.31 eV
Multiplicity: 1

Computed, not measured: 2 unconnected molecules or ions with the total composition C2H5OP, with the ωB97M-V functional and the def2-TZVPD basis.

Last column: natural (NBO) charge in e.
CARTESIAN COORDINATES (ANGSTROEM)
C: 0.525 -0.609 -0.292  0.133
C: -1.628 0.442 0.031  -0.283
O: -0.326 0.191 -0.575  -0.450
P: 3.143 0.563 0.492  -0.002
H: 0.356 -1.411 0.463  0.076
H: -2.500 0.014 -0.659  0.195
H: -1.672 1.478 0.043  0.211
H: -1.813 -0.203 0.855  0.198
H: 3.915 -0.463 -0.359  -0.078

Calculated values
E_LUMO (spin up / spin down): 0.7 / -0.5 eV
Orbital gap (spin up / spin down): 8.0 / 7.5 eV
Expectation value of S²: 2.0590
HOMO energy (spin up / spin down): -7.26 / -7.95 eV
Multiplicity: 3

Computed, not measured: a molecular structure, C2H5OPS, with the ωB97M-V functional and the def2-TZVPD basis.

Last column: natural (NBO) charge in e.
CARTESIAN COORDINATES (ANGSTROEM)
C: 0.960 -0.179 1.081  -0.817
C: -1.024 -0.196 -0.375  -0.274
O: -1.371 0.819 -1.312  -0.705
P: 0.677 -0.890 -0.605  0.579
S: -0.766 0.517 1.350  0.148
H: 1.101 -1.004 1.849  0.231
H: 1.827 0.470 1.251  0.236
H: -1.883 -0.947 -0.293  0.216
H: -0.511 1.209 -1.614  0.468
H: 0.991 0.202 -1.332  -0.081

Calculated values
E_LUMO: 0.4 eV
Orbital gap: 9.4 eV
HOMO energy: -9.03 eV
Multiplicity: 1

Computed, not measured: 2 unconnected molecules or ions with the total composition C2H5OS, with the ωB97M-V functional and the def2-TZVPD basis.

Last column: natural (NBO) charge in e.
CARTESIAN COORDINATES (ANGSTROEM)
S: 2.330 0.192 -0.776  -1.052
H: 3.206 -0.328 0.099  0.090
O: -2.820 0.111 1.116  -0.574
C: -1.889 0.194 0.339  0.458
C: -0.625 -0.591 0.199  -0.762
H: -2.005 1.054 -0.401  0.076
H: -0.071 -0.774 1.188  0.239
H: 0.119 -0.044 -0.283  0.297
H: -0.885 -1.478 -0.351  0.228

Calculated values
E_LUMO: 3.9 eV
Orbital gap: 6.7 eV
HOMO energy: -2.76 eV
Multiplicity: 1
Net charge: -1

| no. | molar mass (g mol⁻¹) | strongest force on any atom (eV/Å) | total energy (eV) |
| --- | --- | --- | --- |
| 1 | 75.136 | 4.75 | -14479.8617 |
| 2 | 107.203 | 4.63 | -25312.5887 |
| 3 | 71.155 | 0.64 | -11520.7699 |
| 4 | 71.155 | 1.75 | -11517.6114 |
| 5 | 45.061 | 2.52 | -4201.1231 |
| 6 | 45.061 | 1.17 | -4200.8125 |
| 7 | 61.060 | 4.21 | -6248.9396 |
| 8 | 61.060 | 3.24 | -6249.3657 |
| 9 | 92.034 | 3.99 | -15536.8176 |
| 10 | 93.127 | 1.31 | -17086.6468 |
| 11 | 93.127 | 1.87 | -17083.6142 |
| 12 | 93.127 | 2.46 | -17086.1948 |
| 13 | 211.420 | 4.59 | -24151.5174 |
| 14 | 77.059 | 2.32 | -8298.7792 |
| 15 | 140.100 | 4.21 | -28418.4961 |
| 16 | 125.125 | 3.23 | -21181.3003 |
| 17 | 76.035 | 5.91 | -13489.7810 |
| 18 | 76.035 | 6.09 | -13484.3627 |
| 19 | 108.102 | 2.21 | -24325.0238 |
| 20 | 77.128 | 2.98 | -15038.0309 |